[1]
27
Properties=species:S:1:pos:R:3:nbo_charge:R:1 method="wB97M-V/def2-TZVPD" largest_force_ev_per_a=4.2 smiles="CCN(CC)C(=O)c1cccnc1" molar_mass_g_mol=178.2 lumo_ha=0.01800 gap_ev=9.8 de_lowest_ev=1.905 multiplicity=1
C -1.686 2.618 -0.030 -0.632
C -1.438 1.312 0.760 -0.235
N -1.437 0.150 -0.155 -0.442
C -2.782 -0.375 -0.514 -0.218
C -3.335 -1.271 0.596 -0.630
C -0.404 -0.736 -0.376 0.657
O -0.570 -1.916 -0.638 -0.624
C 0.993 -0.363 -0.165 -0.175
C 1.858 -1.346 0.290 -0.119
C 3.153 -0.964 0.507 -0.264
C 3.608 0.294 0.205 0.033
N 2.784 1.269 -0.342 -0.405
C 1.499 0.921 -0.466 0.041
H -0.945 3.487 0.628 0.216
H -1.351 2.492 -1.135 0.232
H -2.880 2.933 0.058 0.218
H -2.191 1.179 1.580 0.206
H -0.452 1.414 1.105 0.213
H -2.611 -0.944 -1.458 0.228
H -3.451 0.418 -0.686 0.194
H -4.428 -1.450 0.542 0.212
H -2.846 -2.223 0.567 0.231
H -3.222 -0.846 1.616 0.200
H 1.405 -2.293 0.516 0.247
H 3.816 -1.688 0.881 0.218
H 4.583 0.664 0.378 0.202
H 0.921 1.718 -0.850 0.196

[2]
27
Properties=species:S:1:pos:R:3:nbo_charge:R:1 method="wB97M-V/def2-TZVPD" largest_force_ev_per_a=2.2 smiles="CC(=O)NCc1cccc(CN)c1" molar_mass_g_mol=178.2 lumo_ha=0.02662 gap_ev=9.9 de_lowest_ev=0.000 multiplicity=1
C 4.395 -0.073 1.021 -0.705
C 3.379 -0.079 -0.104 0.672
O 3.548 0.637 -1.105 -0.647
N 2.347 -0.935 0.057 -0.606
C 1.248 -0.945 -0.907 -0.262
C 0.065 -0.048 -0.502 0.058
C 0.175 1.350 -0.511 -0.244
C -0.890 2.114 -0.105 -0.193
C -2.080 1.459 0.288 -0.210
C -2.207 0.115 0.267 -0.043
C -3.513 -0.546 0.576 -0.240
N -4.453 -0.761 -0.544 -0.812
C -1.091 -0.652 -0.110 -0.248
H 4.309 -0.995 1.635 0.206
H 5.385 -0.028 0.559 0.245
H 4.258 0.864 1.629 0.241
H 2.241 -1.401 0.906 0.393
H 0.878 -1.986 -0.978 0.199
H 1.682 -0.622 -1.877 0.246
H 1.103 1.794 -0.848 0.235
H -0.798 3.192 -0.045 0.216
H -2.866 2.071 0.673 0.206
H -4.052 0.028 1.350 0.196
H -3.296 -1.538 1.051 0.192
H -4.000 -1.375 -1.217 0.349
H -4.609 0.111 -1.037 0.352
H -1.157 -1.750 -0.121 0.203

[3]
28
Properties=species:S:1:pos:R:3:lowdin_spin:R:1 method="wB97M-V/def2-TZVPD" largest_force_ev_per_a=11.2 molar_mass_g_mol=296.1 lumo_ha="0.02230 / -0.10810" gap_ev="5.2 / 5.2" de_lowest_ev=0.069 multiplicity=5
C 0.581 -0.883 -2.943 0.135
C -0.767 -0.467 -3.313 0.065
C -0.869 0.898 -2.975 0.086
C 0.269 1.328 -2.254 0.095
C 1.197 0.194 -2.270 0.104
Rh -0.567 -0.210 -1.407 1.187
P -0.727 -2.415 -0.021 0.100
H 0.926 -1.850 -3.227 0.015
H -1.640 -0.947 -3.830 0.017
H -1.692 1.537 -3.251 0.018
H 2.165 0.339 -1.853 0.013
H 0.233 2.337 -1.780 0.014
H 0.485 -2.744 0.699 0.019
H -1.121 -3.734 -0.517 0.010
H -1.610 -2.357 1.125 0.016
N 1.850 -0.613 1.098 0.215
C 0.822 0.084 1.671 0.180
C 0.859 0.490 3.038 0.411
C -0.142 1.329 3.537 0.275
C -1.168 1.694 2.661 0.282
C -1.186 1.169 1.369 0.387
N -0.248 0.335 0.865 0.272
H 1.972 -0.446 0.087 0.008
H 2.719 -0.745 1.613 0.004
H 1.708 0.167 3.660 0.018
H -0.154 1.656 4.587 0.012
H -1.938 2.403 2.963 0.007
H -1.958 1.451 0.667 0.037

[4]
28
Properties=species:S:1:pos:R:3:lowdin_spin:R:1 method="wB97M-V/def2-TZVPD" largest_force_ev_per_a=4.3 molar_mass_g_mol=352.1 lumo_ha="-0.01666 / -0.02196" gap_ev="4.2 / 4.8" multiplicity=7
C -1.074 1.718 -0.306 0.009
C -0.896 3.094 -0.467 0.001
C 0.068 3.356 -1.483 0.002
C 0.544 2.129 -2.034 0.001
C -0.072 1.044 -1.404 0.011
Tb -0.419 -1.622 1.132 5.335
P 1.201 -3.798 1.217 0.292
H -1.754 1.177 0.360 0.006
H -1.426 3.853 0.110 0.000
H 0.382 4.350 -1.804 0.000
H 0.008 -0.030 -1.607 0.008
H 1.286 2.047 -2.829 0.000
H 2.637 -3.677 1.107 0.040
H 1.017 -4.781 0.169 0.046
H 1.175 -4.720 2.331 0.008
N 0.515 2.862 4.635 0.027
C 0.731 1.778 3.839 0.040
C 0.150 0.542 4.164 0.005
C 0.287 -0.518 3.289 0.079
N 0.953 -0.330 2.073 0.019
C 1.643 0.831 1.824 0.044
C 1.525 1.900 2.671 0.003
H -0.003 2.788 5.500 0.001
H 0.917 3.765 4.420 0.001
H -0.451 0.431 5.069 -0.001
H 0.028 -1.562 3.561 0.023
H 2.233 0.803 0.914 0.003
H 1.998 2.853 2.426 -0.001

[5]
27
Properties=species:S:1:pos:R:3:nbo_charge:R:1 method="wB97M-V/def2-TZVPD" largest_force_ev_per_a=3.6 total_charge=+1 molar_mass_g_mol=176.2 lumo_ha=-0.17411 gap_ev=8.1 de_lowest_ev=3.774 multiplicity=1
H -1.640 3.348 0.848 0.386
N -1.374 2.551 0.282 -0.207
N -0.247 2.232 -0.010 0.096
C 0.959 2.833 0.248 -0.527
C -0.017 0.655 -0.709 0.032
C -1.303 0.249 -1.337 -0.470
C -1.525 -1.265 -1.567 -0.391
C -0.747 -2.230 -0.616 -0.431
C 0.105 -1.592 0.427 0.001
C 0.676 -2.298 1.461 -0.164
C 1.736 -1.809 2.210 -0.205
C 2.153 -0.455 2.001 0.055
N 1.503 0.300 1.128 -0.467
C 0.605 -0.265 0.266 0.109
H 1.578 2.464 -0.585 0.250
H 1.464 2.290 1.081 0.339
H 0.967 3.923 0.516 0.255
H 0.758 0.963 -1.311 0.204
H -1.393 0.654 -2.300 0.243
H -2.080 0.696 -0.589 0.257
H -1.308 -1.623 -2.633 0.228
H -2.553 -1.458 -1.436 0.231
H 0.019 -2.808 -1.253 0.238
H -1.428 -3.011 -0.240 0.244
H 0.258 -3.259 1.706 0.233
H 2.254 -2.335 3.027 0.243
H 3.040 -0.102 2.584 0.219

[6]
27
Properties=species:S:1:pos:R:3:nbo_charge:R:1 method="wB97M-V/def2-TZVPD" largest_force_ev_per_a=6.9 total_charge=+1 molar_mass_g_mol=176.2 lumo_ha="-0.16987 / -0.16989" gap_ev="7.8 / 7.8" de_lowest_ev=5.253 multiplicity=1
C -0.110 2.175 1.305 -0.131
C 0.889 1.229 1.099 0.089
C -1.082 0.801 -0.288 0.387
C -1.977 0.221 -1.122 -0.222
C -3.072 1.116 -1.387 -0.190
C -3.094 2.295 -0.635 0.024
C 2.495 -1.125 0.859 -0.623
C 1.670 -1.190 -1.399 -0.598
C 0.279 -2.147 0.609 -0.631
C 1.207 -1.030 0.088 0.077
N -2.243 2.672 0.316 -0.185
N -1.143 1.957 0.488 -0.091
N 0.540 0.197 0.424 -0.275
H -0.262 3.037 1.895 0.262
H 1.815 1.269 1.521 0.245
H -2.046 -0.715 -1.645 0.289
H -3.729 0.889 -2.106 0.242
H -3.845 3.125 -0.624 0.260
H 2.845 -2.162 0.985 0.252
H 3.194 -0.531 0.468 0.216
H 2.314 -1.012 1.926 0.224
H 0.776 -1.190 -2.144 0.214
H 2.419 -0.307 -1.635 0.232
H 1.996 -2.194 -1.450 0.236
H -0.260 -2.874 -0.095 0.240
H 0.890 -2.830 1.164 0.230
H -0.465 -1.678 1.383 0.228

[7]
27
Properties=species:S:1:pos:R:3:nbo_charge:R:1 method="wB97M-V/def2-TZVPD" largest_force_ev_per_a=3.8 smiles="N[C@H]1C=C[N@@H+](Cc2ccccc2)N1" total_charge=+1 molar_mass_g_mol=176.2 lumo_ha=-0.10984 gap_ev=9.9 de_lowest_ev=3.536 multiplicity=1
N 2.373 1.546 0.493 -0.864
C 2.576 0.658 -0.687 0.035
C 3.225 -0.536 -0.027 -0.139
C 2.291 -1.472 0.129 -0.040
N 0.983 -1.002 -0.288 -0.254
C 0.090 -0.670 1.035 -0.213
C -1.275 -0.342 0.566 -0.122
C -1.538 1.034 0.480 -0.224
C -2.751 1.427 -0.094 -0.195
C -3.760 0.467 -0.407 -0.168
C -3.419 -0.915 -0.449 -0.184
C -2.133 -1.273 -0.053 -0.217
N 1.340 0.115 -1.184 -0.425
H 2.111 2.499 0.386 0.386
H 3.280 1.674 0.995 0.381
H 3.057 0.918 -1.638 0.233
H 4.277 -0.650 0.279 0.271
H 2.279 -2.402 0.535 0.233
H 0.308 -1.450 -0.909 0.453
H 0.714 0.057 1.441 0.262
H 0.038 -1.665 1.533 0.228
H -0.976 1.903 0.837 0.239
H -3.068 2.502 -0.236 0.237
H -4.774 0.878 -0.742 0.246
H -4.053 -1.621 -0.855 0.234
H -1.666 -2.295 0.015 0.214
H 0.470 0.615 -1.155 0.394

[8]
28
Properties=species:S:1:pos:R:3:nbo_charge:R:1 method="wB97M-V/def2-TZVPD" largest_force_ev_per_a=1.1 smiles="C/C(=C/ON/C=[NH+]/N)c1ccccc1" total_charge=+1 molar_mass_g_mol=192.2 lumo_ha=-0.11632 gap_ev=9.2 de_lowest_ev=3.359 multiplicity=1
C -3.287 1.056 0.611 -0.618
C -1.860 1.066 0.158 -0.080
C -1.226 2.209 -0.083 0.107
O 0.089 2.435 -0.484 -0.314
N 0.890 1.326 -0.638 -0.252
C 2.083 1.293 -0.089 0.324
N 2.880 0.254 -0.150 -0.345
N 4.079 0.129 0.533 -0.617
C -1.230 -0.273 0.013 -0.065
C -1.142 -0.879 -1.244 -0.275
C -0.520 -2.110 -1.386 -0.195
C 0.032 -2.738 -0.280 -0.245
C -0.063 -2.147 0.970 -0.132
C -0.698 -0.926 1.122 -0.238
H -3.615 2.048 0.906 0.229
H -3.403 0.375 1.452 0.229
H -3.935 0.696 -0.187 0.232
H -1.691 3.177 0.018 0.224
H 0.419 0.511 -1.053 0.436
H 2.424 2.200 0.399 0.239
H 2.550 -0.626 -0.540 0.427
H 4.404 1.014 0.911 0.382
H 4.799 -0.302 -0.040 0.390
H -1.591 -0.396 -2.100 0.238
H -0.473 -2.581 -2.357 0.235
H 0.514 -3.697 -0.391 0.232
H 0.354 -2.646 1.832 0.221
H -0.782 -0.471 2.098 0.231